No. 1
Entry from the OMol25 dataset: a 8-piece molecular cluster, C28H40O24 overall at a distorted geometry (wB97M-V/def2-TZVPD).

Results
Energy relative to the best compared isomer or geometry (same formula, charge and spin)   92.0 kcal per mole
E_LUMO   -0.32 eV
HOMO-LUMO gap   10.24 eV
SMILES   C[C@H]1COC(=O)O1.C[C@H]1COC(=O)O1.C[C@H]1COC(=O)O1.C[C@H]1COC(=O)O1.O=C1OCCO1.O=C1OCCO1.O=C1OCCO1.O=C1OCCO1

Element x y z (Å)
C -15.616 3.226 -6.682
C -16.425 2.537 -5.548
C -15.438 1.975 -4.461
O -15.709 2.734 -3.305
C -16.797 3.444 -3.503
O -17.361 4.136 -2.734
O -17.067 3.522 -4.836
H -16.295 3.711 -7.383
H -14.988 2.556 -7.269
H -14.981 3.972 -6.205
H -17.107 1.777 -5.930
H -14.384 2.017 -4.737
H -15.657 0.983 -4.067
C -11.356 10.301 -7.001
C -11.798 8.829 -6.950
C -11.938 8.097 -8.303
O -11.033 7.010 -8.260
C -10.303 7.104 -7.126
O -9.389 6.331 -6.782
O -10.683 8.108 -6.400
H -12.029 10.908 -7.606
H -10.367 10.300 -7.460
H -11.211 10.703 -5.998
H -12.666 8.810 -6.292
H -11.866 8.833 -9.104
H -12.964 7.763 -8.456
C -15.108 11.656 6.705
C -16.472 12.325 7.075
C -17.486 12.516 6.006
O -18.741 12.203 6.662
C -18.439 11.325 7.583
O -19.260 10.754 8.260
O -17.096 11.305 7.745
H -15.329 10.748 6.144
H -14.608 11.355 7.625
H -14.529 12.342 6.087
H -16.433 13.149 7.787
H -17.314 11.756 5.244
H -17.428 13.561 5.703
C -12.354 16.880 0.497
C -12.335 17.189 -1.012
C -11.204 16.437 -1.729
O -11.895 15.570 -2.538
C -13.210 15.632 -2.441
O -13.967 14.821 -2.961
O -13.523 16.563 -1.522
H -12.952 15.988 0.683
H -12.899 17.679 1.000
H -11.383 16.829 0.989
H -12.338 18.257 -1.229
H -10.635 15.790 -1.062
H -10.576 17.182 -2.217
O -9.546 0.675 -1.729
C -9.373 1.871 -1.577
O -8.668 2.411 -0.620
C -8.432 3.795 -0.868
C -9.516 4.060 -1.935
O -9.931 2.824 -2.357
H -8.595 4.327 0.070
H -7.428 4.044 -1.211
H -8.939 4.583 -2.698
H -10.380 4.659 -1.645
O -8.008 9.639 0.272
C -7.375 9.795 -0.811
O -7.410 8.961 -1.860
C -6.598 9.441 -2.879
C -5.824 10.610 -2.271
O -6.499 10.828 -1.084
H -5.900 8.630 -3.088
H -7.239 9.703 -3.720
H -5.895 11.528 -2.854
H -4.782 10.421 -2.016
O -19.381 16.579 0.356
C -19.081 15.417 0.166
O -19.313 14.795 -1.039
C -18.813 13.451 -0.988
C -18.008 13.521 0.284
O -18.537 14.593 1.056
H -19.636 12.737 -0.981
H -18.316 13.263 -1.940
H -16.953 13.730 0.106
H -17.906 12.616 0.883
O -13.674 11.099 1.304
C -13.642 10.232 0.461
O -13.039 10.323 -0.707
C -13.421 9.213 -1.481
C -14.178 8.333 -0.524
O -14.299 9.047 0.644
H -13.994 9.700 -2.270
H -12.484 8.754 -1.796
H -13.566 7.435 -0.444
H -15.107 8.101 -1.045



No. 2
Entry from the OMol25 dataset: C28H41ClGeIrO5PSi3 as an isolated structure (wB97M-V/def2-TZVPD).

Results
Energy relative to the best compared isomer or geometry (same formula, charge and spin)   0.0 kcal per mole
Expectation value of S²   8.7900
Total charge   +1
E_LUMO (alpha / beta)   -1.97 / -5.47 eV
2S+1   6
HOMO-LUMO gap (alpha / beta)   7.04 / 6.30 eV

Element x y z (Å)
Ir -0.685 -0.076 -0.083
O 2.271 -0.065 0.152
C 1.158 0.703 -0.137
C 1.404 2.081 -0.409
C 2.653 2.722 -0.229
C 2.798 4.063 -0.511
C 1.725 4.826 -0.989
C 0.492 4.219 -1.172
C 0.331 2.871 -0.876
P -1.156 1.924 -1.121
C -2.539 2.781 -0.343
C -3.854 2.390 -0.604
C -4.905 3.012 0.048
C -4.654 4.017 0.974
C -3.349 4.392 1.256
C -2.291 3.772 0.609
C -1.448 1.715 -2.887
C -0.635 2.347 -3.825
C -0.849 2.132 -5.179
C -1.858 1.278 -5.600
C -2.646 0.617 -4.666
C -2.436 0.824 -3.313
H 3.489 2.151 0.150
H 3.759 4.538 -0.359
H 1.853 5.876 -1.210
H -0.345 4.797 -1.546
H -4.069 1.603 -1.312
H -5.921 2.708 -0.163
H -5.478 4.505 1.479
H -3.151 5.170 1.982
H -1.276 4.066 0.840
H 0.162 3.006 -3.506
H -0.220 2.629 -5.905
H -2.023 1.115 -6.657
H -3.412 -0.076 -4.988
H -3.020 0.256 -2.600
O -3.680 -2.069 -1.913
Cl -2.720 -2.157 -0.870
O -2.956 -3.269 -0.002
O -1.352 -2.219 -1.411
O -2.750 -0.891 -0.058
C 0.781 1.158 3.050
Si 0.845 -0.668 3.239
C 2.484 -1.256 3.850
C -0.608 -1.331 4.161
Ge 0.584 -1.955 0.945
Si -0.400 -4.211 1.862
C -2.008 -4.401 2.733
C -0.238 -5.075 0.235
C 1.031 -4.625 2.968
Si 3.252 -0.834 -1.027
C 2.125 -1.460 -2.364
C 4.082 -2.183 -0.057
C 4.505 0.329 -1.724
H 0.821 1.586 4.058
H -0.139 1.495 2.569
H 1.628 1.529 2.476
H 2.552 -1.012 4.916
H 3.293 -0.743 3.328
H 2.620 -2.329 3.739
H -0.640 -0.842 5.141
H -0.533 -2.405 4.320
H -1.545 -1.118 3.642
H -2.841 -4.037 2.134
H -2.016 -3.900 3.700
H -2.141 -5.475 2.900
H -0.794 -4.573 -0.556
H -0.645 -6.086 0.343
H 0.811 -5.150 -0.056
H 0.960 -4.157 3.950
H 1.991 -4.371 2.516
H 1.012 -5.712 3.114
H 1.732 -2.455 -2.143
H 2.637 -1.507 -3.327
H 1.269 -0.787 -2.478
H 3.499 -3.107 -0.075
H 4.218 -1.883 0.985
H 5.068 -2.410 -0.468
H 4.044 1.149 -2.277
H 5.140 -0.229 -2.418
H 5.151 0.752 -0.951



No. 3
Entry from the OMol25 dataset: a 6-piece molecular cluster, C28H41F15N2O11 overall (wB97M-V/def2-TZVPD).

Results
E_LUMO   0.61 eV
HOMO-LUMO gap   9.32 eV
SMILES   CCCCN[C@H]1CCC(=O)N1.CCOC(=O)C(F)(F)F.CCOC(=O)C(F)(F)F.CCOC(=O)C(F)(F)F.CCOC(=O)C(F)(F)F.CCOC(=O)C(F)(F)F

Element x y z (Å)
C -0.689 1.686 -4.528
C -0.992 1.291 -3.073
C -0.896 -0.229 -2.854
C -1.737 -0.736 -1.683
N -1.481 -0.100 -0.393
C -0.471 -0.707 0.433
C 0.866 -1.144 -0.214
C 1.810 -1.106 0.996
C 1.373 0.236 1.582
O 2.039 1.140 2.053
N 0.000 0.211 1.472
H -0.025 2.548 -4.602
H -0.190 0.848 -5.018
H -1.612 1.878 -5.076
H -1.998 1.609 -2.777
H -0.288 1.787 -2.397
H -1.247 -0.738 -3.760
H 0.153 -0.518 -2.743
H -2.794 -0.588 -1.934
H -1.603 -1.817 -1.570
H -1.323 0.896 -0.484
H -0.900 -1.589 0.938
H 1.165 -0.298 -0.846
H 0.825 -2.071 -0.781
H 1.473 -1.846 1.730
H 2.864 -1.197 0.755
H -0.532 1.033 1.713
C 4.793 -2.201 -8.194
C 4.621 -0.909 -7.429
O 3.385 -0.241 -7.778
C 2.288 -0.739 -7.234
O 2.200 -1.664 -6.484
C 1.064 0.101 -7.667
F 1.031 0.281 -8.992
F 1.120 1.303 -7.080
F -0.060 -0.502 -7.295
H 4.744 -2.018 -9.268
H 5.763 -2.638 -7.958
H 4.019 -2.921 -7.931
H 5.395 -0.192 -7.690
H 4.642 -1.067 -6.351
C -2.496 0.450 3.490
C -3.760 0.275 4.299
O -4.950 0.429 3.482
C -5.169 -0.524 2.598
O -4.455 -1.448 2.339
C -6.515 -0.279 1.878
F -6.617 0.985 1.458
F -7.530 -0.527 2.718
F -6.630 -1.086 0.828
H -2.480 1.415 2.979
H -1.625 0.381 4.142
H -2.423 -0.335 2.740
H -3.861 1.033 5.069
H -3.785 -0.708 4.769
C 4.618 3.336 -0.592
C 5.806 2.901 -1.419
O 5.910 1.458 -1.477
C 5.059 0.838 -2.272
O 4.227 1.322 -2.981
C 5.300 -0.686 -2.190
F 5.380 -1.100 -0.923
F 6.444 -1.003 -2.813
F 4.309 -1.345 -2.784
H 4.666 2.907 0.409
H 4.603 4.422 -0.507
H 3.683 3.017 -1.051
H 6.742 3.217 -0.967
H 5.762 3.293 -2.434
C -3.619 -3.948 -0.018
C -2.575 -3.845 1.069
O -1.587 -4.899 0.969
C -0.660 -4.729 0.045
O -0.519 -3.793 -0.687
C 0.310 -5.934 0.057
F -0.356 -7.092 0.032
F 1.056 -5.903 1.171
F 1.120 -5.888 -0.994
H -4.100 -4.927 0.009
H -4.374 -3.179 0.141
H -3.180 -3.808 -1.005
H -3.022 -3.976 2.051
H -2.070 -2.880 1.052
C -2.490 5.605 9.273
C -1.289 5.226 8.437
O -1.105 3.791 8.389
C -1.907 3.128 7.577
O -2.756 3.571 6.860
C -1.575 1.619 7.632
F -1.507 1.174 8.888
F -0.400 1.388 7.035
F -2.516 0.930 6.987
H -2.399 5.193 10.279
H -2.554 6.690 9.346
H -3.413 5.235 8.831
H -0.368 5.598 8.879
H -1.364 5.605 7.419



The records above yield calculated total energy values of -2896.666874 -5318.540332 -3526.778573 a.u., respectively.